#one
22
Properties=species:S:1:pos:R:3 method="wB97M-V/def2-TZVPD" homo_energy_ev=-13.44 orbital_gap_ev=10.662 total_charge=+1
C -0.54 -1.34 -3.82
C -0.26 0.05 -4.19
C 0.19 -0.36 -2.79
C 0.40 1.45 2.85
C 0.16 -1.18 2.74
C -0.42 0.09 -1.61
N -0.39 0.20 2.49
O -0.12 0.20 -0.42
H -1.60 -1.52 -3.49
H 0.12 -2.15 -4.23
H 0.62 0.39 -4.75
H -0.98 0.92 -4.28
H 1.27 -0.70 -2.73
H 1.25 1.27 3.50
H 0.79 1.97 1.98
H -0.18 2.19 3.43
H 0.51 -1.34 3.69
H -0.72 -1.74 2.52
H 0.88 -1.22 2.04
H -1.46 0.48 -1.86
H -1.18 0.33 3.06
H -0.58 0.40 1.45

#two
22
Properties=species:S:1:pos:R:3 method="wB97M-V/def2-TZVPD" homo_energy_ev=-14.98 orbital_gap_ev=11.511 smiles="CC[C@@H](C)[C@H]([NH3+])C=O" total_charge=+1
O -1.94 -2.51 -0.80
C -1.40 -1.60 -1.35
C -1.18 -0.29 -0.56
C 0.28 0.18 -0.39
C 1.30 -0.93 -0.62
C 0.60 0.95 0.90
C 1.67 2.01 0.70
N -1.95 -0.49 0.71
H -1.05 -1.60 -2.39
H -1.73 0.48 -1.11
H 0.38 0.91 -1.20
H 1.34 -1.58 0.27
H 2.33 -0.62 -0.75
H 1.04 -1.66 -1.39
H 0.98 0.28 1.68
H -0.30 1.40 1.32
H 2.16 2.28 1.64
H 1.36 2.94 0.24
H 2.47 1.62 0.08
H -2.93 -0.26 0.64
H -1.91 -1.48 0.88
H -1.51 -0.03 1.50

#two (36.3 kcal/mol below the next structure)

#one
22
Properties=species:S:1:pos:R:3 method="wB97M-V/def2-TZVPD" homo_energy_ev=-13.16 orbital_gap_ev=10.531 total_charge=+1
C -2.91 0.22 0.76
C -3.47 0.72 1.75
C 0.76 -2.20 -0.07
C 0.93 0.90 0.77
C 1.02 1.31 -1.54
C 1.31 -0.99 -0.79
N 0.63 0.31 -0.52
O -2.27 -0.15 -0.17
H -4.08 1.57 1.75
H -3.39 0.12 2.68
H -0.33 0.06 -0.71
H 1.51 -3.02 0.17
H 0.41 -1.80 0.90
H -0.21 -2.63 -0.59
H 1.95 1.02 0.87
H 0.44 1.81 0.79
H 0.74 0.29 1.69
H 0.40 2.24 -1.38
H 2.03 1.54 -1.50
H 0.97 0.98 -2.59
H 1.22 -1.38 -1.88
H 2.35 -0.92 -0.40

#two
22
Properties=species:S:1:pos:R:3 method="wB97M-V/def2-TZVPD" homo_energy_ev=-12.78 orbital_gap_ev=8.147 total_charge=+1
C 2.34 -0.51 -1.80
C 2.13 -0.25 -0.32
C 0.75 -1.24 1.44
N 1.05 -1.10 0.21
H 2.50 -1.57 -1.99
H 1.50 -0.16 -2.40
H 3.18 0.09 -2.14
H 3.03 -0.47 0.26
H 1.85 0.79 -0.12
H -0.05 -1.92 1.67
H 1.32 -0.73 2.20
H 0.38 -1.47 -0.46
C -1.07 1.35 1.42
C -1.85 0.64 0.61
O -2.04 -0.71 0.90
C -2.52 1.12 -0.62
H -0.88 2.39 1.17
H -0.70 1.03 2.38
H -2.85 -0.98 0.46
H -2.46 2.20 -0.69
H -2.05 0.68 -1.51
H -3.57 0.82 -0.65

#two (23.7 kcal/mol below the next structure)

#one
10
Properties=species:S:1:pos:R:3 method="wB97M-V/def2-TZVPD" homo_energy_ev="-7.91 / -9.07" orbital_gap_ev="6.197 / 8.736" total_charge=0
C -0.30 -0.30 -0.16
C 0.21 -1.16 0.93
N 0.06 2.05 -1.17
S 0.85 0.79 -0.85
S -1.99 0.35 0.19
H -0.79 -0.63 -1.14
H -0.14 -2.12 1.22
H 0.21 -0.52 1.81
H 1.29 -1.29 0.68
H 0.60 2.85 -1.51

#two
10
Properties=species:S:1:pos:R:3 method="wB97M-V/def2-TZVPD" homo_energy_ev=-7.88 orbital_gap_ev=7.490 total_charge=0
C -0.32 0.76 0.07
C 0.99 -1.70 -0.05
N -0.57 2.05 -0.03
S -2.41 -0.44 0.35
S 1.21 0.14 -0.03
H 1.49 -2.38 0.57
H 1.18 -1.92 -1.03
H -0.09 -1.69 -0.06
H -1.49 2.43 -0.19
H 0.01 2.76 0.42

#two (2.3 kcal/mol below the next structure)

#one
10
Properties=species:S:1:pos:R:3 method="wB97M-V/def2-TZVPD" homo_energy_ev=-8.01 orbital_gap_ev=8.114 smiles="N/C=C/C=S" total_charge=0
C 1.65 0.40 -0.04
C 0.45 -0.26 -0.17
C -0.79 0.37 -0.09
H 3.70 0.25 0.35
H 3.23 -1.19 -0.08
H 1.60 1.45 0.10
H 0.51 -1.34 -0.07
H -0.59 1.56 -0.10
N 2.87 -0.22 0.08
S -2.27 -0.14 0.07

#two
10
Properties=species:S:1:pos:R:3 method="wB97M-V/def2-TZVPD" homo_energy_ev=-8.32 orbital_gap_ev=9.222 smiles="S=C1CCN1" total_charge=0
C -0.15 0.05 0.02
C 0.71 -1.15 -0.37
C 1.90 -0.18 -0.24
H 0.42 -1.51 -1.36
H 0.66 -1.97 0.35
H 2.56 -0.44 0.62
H 2.47 0.05 -1.15
H 0.81 1.92 0.16
N 0.92 0.90 0.04
S -1.76 0.21 0.29

#two (12.4 kcal/mol below the next structure)

#one
92
Properties=species:S:1:pos:R:3 method="wB97M-V/def2-TZVPD" homo_energy_ev="-3.60 / -4.38" s_squared=0.75 orbital_gap_ev="5.929 / 6.707" total_charge=-1 multiplicity=2
Ti -0.24 -0.33 0.05
C 3.57 1.11 0.71
C 2.38 2.05 0.76
N 1.25 1.54 1.55
C 1.60 1.13 2.90
C 2.19 2.21 3.81
C 0.17 2.52 1.52
C -1.13 2.01 2.12
N -1.36 0.60 1.80
C -2.41 0.03 2.42
C -2.47 -1.38 2.60
F -1.42 -2.12 2.19
C -3.49 -2.04 3.22
F -3.40 -3.39 3.36
C -4.59 -1.39 3.76
C -4.57 -0.02 3.62
F -5.61 0.69 4.09
C -3.55 0.67 2.98
F -3.74 2.00 2.86
H 4.30 1.47 -0.01
H 3.25 0.11 0.40
H 4.07 1.03 1.68
H 1.99 2.22 -0.24
H 2.71 3.04 1.13
H 2.33 0.31 2.82
H 0.70 0.70 3.34
H 3.15 2.57 3.45
H 2.34 1.81 4.81
H 1.53 3.07 3.90
H 0.03 2.79 0.48
H 0.45 3.46 2.04
H -1.91 2.68 1.75
H -1.13 2.14 3.21
H -5.39 -1.91 4.25
C 1.48 7.27 -2.44
C 0.83 5.92 -2.33
C 1.47 4.78 -2.80
C 0.88 3.52 -2.71
C 1.61 2.30 -3.22
C -0.39 3.41 -2.15
C -1.06 4.54 -1.69
C -2.44 4.41 -1.10
C -0.44 5.78 -1.78
C -1.02 2.04 -1.98
O -1.98 1.72 -2.68
O -0.45 1.34 -1.07
H 2.56 7.19 -2.52
H 1.25 7.89 -1.57
H 1.12 7.81 -3.32
H 2.46 4.87 -3.24
H 2.37 2.58 -3.94
H 0.92 1.60 -3.70
H 2.08 1.75 -2.41
H -2.45 3.70 -0.27
H -3.14 4.02 -1.85
H -2.80 5.37 -0.74
H -0.96 6.66 -1.40
C 3.38 -3.82 2.25
C 2.36 -3.00 3.03
C 1.59 -2.10 2.17
N 1.01 -1.42 1.47
H 3.94 -4.45 2.94
H 4.08 -3.16 1.73
H 2.88 -4.45 1.52
H 2.84 -2.37 3.79
H 1.64 -3.63 3.55
C -1.81 -1.48 -0.79
H -1.72 -2.54 -0.53
H -1.78 -1.36 -1.88
H -2.79 -1.12 -0.44
C 1.46 -0.91 -1.26
H 1.96 -1.86 -1.04
H 2.24 -0.15 -1.35
H 1.01 -1.00 -2.26
N -2.15 -4.77 0.96
C -1.20 -4.98 0.04
S 0.42 -4.88 0.44
N -1.67 -5.25 -1.20
C -0.99 -5.27 -2.44
C 0.08 -4.43 -2.73
C 0.66 -4.49 -3.99
C 0.18 -5.35 -4.96
C -0.90 -6.16 -4.68
C -1.48 -6.13 -3.42
H -1.89 -4.53 1.89
H -3.13 -4.90 0.76
H -2.67 -5.36 -1.28
H 0.44 -3.73 -1.99
H 1.49 -3.82 -4.20
H 0.64 -5.37 -5.94
H -1.30 -6.83 -5.43
H -2.32 -6.77 -3.19

#two
92
Properties=species:S:1:pos:R:3 method="wB97M-V/def2-TZVPD" homo_energy_ev="-3.58 / -4.73" s_squared=0.75 orbital_gap_ev="6.011 / 7.157" total_charge=-1 multiplicity=2
Ti -0.37 0.54 0.09
C -2.96 -4.17 3.45
C -1.79 -3.64 2.64
N -1.57 -2.22 2.84
C -0.17 -1.83 2.87
C 0.49 -2.14 4.21
C -2.46 -1.34 2.10
C -2.52 -1.55 0.59
N -1.19 -1.40 0.02
C -0.67 -2.35 -0.79
C 0.72 -2.29 -1.02
F 1.40 -1.33 -0.34
C 1.41 -3.13 -1.85
F 2.75 -2.96 -1.98
C 0.77 -4.15 -2.54
C -0.59 -4.25 -2.32
F -1.29 -5.19 -2.98
C -1.29 -3.40 -1.49
F -2.63 -3.57 -1.45
H -3.07 -5.25 3.33
H -3.90 -3.72 3.13
H -2.82 -3.95 4.51
H -1.95 -3.88 1.58
H -0.88 -4.17 2.92
H -0.10 -0.76 2.68
H 0.40 -2.32 2.06
H 1.49 -1.70 4.25
H 0.60 -3.22 4.37
H -0.11 -1.74 5.02
H -2.17 -0.31 2.31
H -3.48 -1.45 2.48
H -3.21 -0.79 0.19
H -2.97 -2.52 0.36
H 1.29 -4.81 -3.22
C -6.16 3.40 3.49
C -4.68 3.18 3.30
C -4.00 2.22 4.04
C -2.64 1.98 3.85
C -1.95 0.95 4.71
C -1.96 2.71 2.89
C -2.61 3.71 2.15
C -1.84 4.54 1.16
C -3.96 3.93 2.37
C -0.51 2.43 2.63
O 0.36 2.91 3.32
O -0.30 1.62 1.63
H -6.72 2.51 3.19
H -6.51 4.23 2.88
H -6.40 3.61 4.53
H -4.54 1.64 4.78
H -2.48 0.00 4.70
H -1.90 1.30 5.75
H -0.92 0.77 4.39
H -1.22 3.92 0.52
H -1.17 5.24 1.69
H -2.51 5.12 0.53
H -4.47 4.69 1.79
C 5.86 -0.32 0.18
C 4.50 -0.14 -0.50
C 3.49 0.41 0.40
N 2.64 0.80 1.08
H 6.54 -0.84 -0.49
H 5.76 -0.90 1.10
H 6.30 0.64 0.44
H 4.12 -1.09 -0.87
H 4.58 0.53 -1.36
C -2.18 1.41 -0.66
H -2.56 0.73 -1.43
H -2.02 2.38 -1.14
H -2.98 1.54 0.09
C 0.70 1.28 -1.63
H 1.10 2.27 -1.38
H 0.05 1.41 -2.50
H 1.57 0.67 -1.94
N 0.68 -0.33 -4.53
C -0.65 -0.01 -4.63
S -1.82 -0.85 -3.86
N -0.83 1.07 -5.46
C -2.00 1.85 -5.63
C -2.84 2.15 -4.57
C -3.94 2.96 -4.79
C -4.20 3.50 -6.04
C -3.34 3.21 -7.09
C -2.25 2.38 -6.89
H 0.86 -1.03 -3.82
H 1.31 0.45 -4.48
H -0.11 1.21 -6.15
H -2.64 1.75 -3.58
H -4.59 3.19 -3.95
H -5.06 4.13 -6.20
H -3.53 3.61 -8.08
H -1.58 2.14 -7.71

#one (10.5 kcal/mol below the next structure)